Computed, not measured: a cluster of 13 separate species, C25H68BClN13O28P in total at a distorted geometry, with ωB97M-V/def2-TZVPD.

Geometry as XYZ:
```
137
Properties=species:S:1:pos:R:3:forces:R:3
C 2.96518 0.54497 1.98641 -0.1 -0.3 0.8
O 2.54805 1.85722 1.40662 -1.1 -2.2 0.2
C 1.12438 1.69104 0.97474 0.0 -0.6 -0.5
C 0.67629 2.81763 -0.16727 0.7 0.0 1.0
C -0.32869 3.95936 0.49767 1.5 0.8 -0.3
C -1.69840 4.23069 -0.33339 0.1 -0.7 -1.6
P -3.33393 3.84112 0.65236 1.7 -0.9 -3.3
Cl -3.56290 5.94594 0.87924 -0.1 2.1 0.6
C -4.91465 3.87974 -0.44083 -2.2 1.4 -0.8
O -4.57864 3.83694 -1.89588 -1.7 -1.2 1.1
C -5.71627 3.29835 -2.66170 -0.9 -0.5 -0.9
O -3.01734 2.17198 0.37661 -1.4 -0.4 1.3
C -3.93674 1.24919 1.02079 -0.2 -2.2 -1.3
C -4.20627 0.01203 -0.07346 -1.2 -0.5 1.4
C -5.52909 -0.80658 0.53398 0.0 -0.1 0.7
C -2.97167 -1.05393 -0.18732 0.3 -0.3 -1.5
C -1.60273 -0.41678 -0.90850 -0.5 -0.1 0.6
C -2.60961 -1.86227 1.19415 1.0 -0.3 -0.8
B -3.27908 3.71814 2.55972 -0.4 0.5 4.8
N -2.27791 2.91685 3.37919 -2.1 0.2 -2.6
O -4.28280 4.50759 3.35123 3.0 -0.2 -0.8
H 3.03687 -0.29058 1.16729 -0.1 1.6 1.3
H 2.16655 0.18647 2.78057 1.5 0.7 -1.6
H 3.99478 0.61857 2.56308 -2.1 0.2 -1.5
H 1.05868 0.59388 0.54733 -0.1 2.2 0.6
H 0.46761 1.72131 1.94255 1.0 0.1 -1.8
H 1.69881 3.34392 -0.48507 -2.3 -1.2 0.5
H 0.17115 2.29427 -1.08462 1.0 0.9 1.8
H 0.29831 4.97474 0.47211 -1.5 -2.1 0.2
H -0.44027 3.67698 1.62344 -0.2 0.6 -2.1
H -1.78281 5.30837 -0.82912 0.3 -2.4 1.5
H -1.72260 3.46798 -1.24586 0.0 1.5 2.0
H -5.43569 4.93767 -0.25039 1.1 -2.5 -0.3
H -5.71872 3.07647 -0.18052 1.7 1.0 -0.4
H -5.44869 3.23883 -3.81287 -0.2 0.3 2.5
H -6.02023 2.19666 -2.33782 0.8 2.2 -0.4
H -6.69444 3.96216 -2.59300 2.1 -1.1 0.1
H -5.00051 1.64698 1.28381 1.9 -0.1 -0.4
H -3.48580 0.77486 1.98961 -0.7 0.9 -1.7
H -4.57174 0.45592 -1.11019 1.3 -0.8 2.1
H -6.51796 -0.55420 -0.06358 2.1 -0.6 1.2
H -5.71529 -0.48895 1.66979 0.4 -0.7 -2.4
H -5.33744 -1.98134 0.56634 -0.5 2.6 -0.3
H -3.33413 -1.88977 -0.96002 0.6 1.8 1.7
H -0.97694 -1.27265 -1.45340 -1.6 2.1 1.3
H -1.90528 0.45590 -1.65735 0.7 -1.9 1.6
H -0.95921 0.01125 -0.03051 -1.1 -0.5 -1.8
H -3.26537 -2.83372 1.23676 1.2 2.0 0.3
H -1.48353 -2.24050 1.08153 -2.5 0.8 0.2
H -2.63360 -1.22033 2.17097 -0.2 -1.2 -1.8
H -1.72118 2.27721 2.76755 -0.6 0.5 1.1
H -2.74802 2.41426 4.16412 0.8 0.8 -0.8
H -3.80761 5.33264 3.71221 -1.1 -1.9 -0.8
C 0.69495 1.55931 6.25113 0.0 0.4 -0.1
N 0.49016 0.42565 5.30966 -0.1 -0.8 -0.5
O 0.03508 0.69349 4.19158 0.6 -0.7 1.4
O 0.79214 -0.70121 5.71959 -0.5 1.5 -0.9
H 0.38897 2.48579 5.76042 0.0 -0.3 0.1
H 0.08103 1.36956 7.13394 0.2 0.0 -0.1
H 1.75659 1.58956 6.50456 -0.2 -0.1 0.0
C -0.45339 -5.32895 -2.26966 -0.1 -0.4 0.0
N -0.77706 -4.03469 -1.61116 -0.2 0.4 0.4
O -1.66061 -4.04501 -0.74619 1.3 0.4 -1.1
O -0.13491 -3.04482 -1.98111 -0.9 -1.4 0.6
H -1.09139 -6.10892 -1.84849 0.1 0.3 0.0
H -0.64274 -5.21129 -3.33856 0.2 0.0 0.2
H 0.59903 -5.54416 -2.07396 -0.2 0.2 -0.1
C 1.36811 6.32699 5.26246 -0.1 0.3 -0.2
N 0.99450 5.18564 6.14066 -0.5 -0.5 0.5
O -0.20882 4.91994 6.24242 1.9 0.1 0.1
O 1.91983 4.58853 6.70304 -1.3 0.6 -0.6
H 0.45926 6.75653 4.83551 0.2 -0.2 0.2
H 1.88846 7.06165 5.88031 0.0 -0.2 -0.1
H 2.01758 5.93841 4.47544 0.0 0.0 0.2
C 3.51678 -3.00343 -3.02738 0.0 0.2 0.1
N 3.03483 -4.37025 -2.69124 -0.3 -0.7 0.3
O 2.51661 -4.53043 -1.58006 0.6 -0.1 -1.7
O 3.19024 -5.24387 -3.55247 -0.3 1.1 1.4
H 3.31653 -2.34054 -2.18283 0.0 -0.3 -0.2
H 4.58961 -3.07018 -3.21926 -0.2 -0.1 0.0
H 2.97433 -2.67173 -3.91504 0.1 -0.2 0.2
C -2.26120 -2.80673 -5.52107 0.2 0.2 0.2
N -1.19606 -3.83574 -5.37930 0.6 -0.3 0.0
O -0.03956 -3.43341 -5.20736 -1.5 -0.9 -0.2
O -1.55103 -5.01845 -5.44452 0.7 1.3 0.2
H -1.80793 -1.81608 -5.44388 -0.1 -0.9 0.1
H -2.72368 -2.94392 -6.50063 0.1 0.0 0.3
H -2.98159 -2.96500 -4.71596 0.1 -0.1 -0.2
C 1.11678 -3.54534 2.04143 0.0 0.3 0.1
N 0.63483 -4.91217 2.37757 -0.2 -1.0 0.0
O 0.11661 -5.07235 3.48876 0.7 -0.1 -1.5
O 0.79024 -5.78579 1.51635 -0.4 1.2 1.4
H 0.91653 -2.88246 2.88599 0.0 -0.2 -0.1
H 2.18961 -3.61210 1.84955 -0.2 -0.1 -0.1
H 0.57433 -3.21365 1.15378 0.2 -0.1 0.0
C -1.58322 1.64623 -6.68067 0.1 0.3 0.2
N -2.06517 0.27941 -6.34453 -0.3 -0.3 0.1
O -2.58339 0.11923 -5.23335 0.5 0.1 -1.5
O -1.90976 -0.59421 -7.20576 -0.4 1.3 1.0
H -1.78347 2.30912 -5.83612 0.0 -0.3 -0.2
H -0.51039 1.57948 -6.87256 -0.3 0.0 -0.1
H -2.12567 1.97793 -7.56833 0.2 -0.2 0.1
C 4.44175 -0.90841 -6.63835 0.2 0.0 -0.3
N 3.22007 -0.32278 -6.02350 -1.0 0.5 0.4
O 2.44744 0.28825 -6.77091 0.9 -0.8 1.2
O 3.07111 -0.49310 -4.80783 0.1 0.4 -1.8
H 4.44255 -0.68248 -7.70688 -0.1 0.0 0.3
H 5.30644 -0.45659 -6.14803 -0.2 -0.2 0.0
H 4.40957 -1.98711 -6.47229 0.0 0.2 0.1
C 1.57518 4.65150 10.31418 0.0 -0.3 0.2
N 2.10200 6.04262 10.28705 0.5 1.0 0.1
O 3.00552 6.32140 11.08383 -1.3 -0.2 -1.3
O 1.59367 6.81554 9.46653 0.8 -1.0 1.2
H 2.11097 4.08566 11.07938 -0.1 0.3 -0.2
H 0.51053 4.70683 10.55018 0.2 0.0 -0.2
H 1.74105 4.21697 9.32631 -0.2 0.2 0.1
C 2.34175 2.45110 -9.88167 0.2 0.0 -0.3
N 1.12007 3.03673 -9.26682 -1.0 0.5 0.3
O 0.34744 3.64776 -10.01422 1.0 -0.9 1.3
O 0.97111 2.86640 -8.05115 0.1 0.4 -1.7
H 2.34255 2.67702 -10.95019 -0.1 0.0 0.3
H 3.20644 2.90292 -9.39135 -0.2 -0.2 0.0
H 2.30957 1.37240 -9.71561 0.0 0.2 0.1
C 5.17518 -6.92074 -0.09703 0.0 -0.3 0.2
N 5.70200 -5.52962 -0.12415 0.6 0.9 0.2
O 6.60552 -5.25084 0.67262 -1.4 -0.1 -1.3
O 5.19367 -4.75670 -0.94468 1.0 -0.9 1.2
H 5.71098 -7.48659 0.66817 -0.1 0.3 -0.2
H 4.11053 -6.86542 0.13897 0.1 0.1 -0.2
H 5.34105 -7.35528 -1.08490 -0.2 0.2 0.1
C 2.55050 -5.88156 5.69593 -0.1 -0.1 0.3
N 3.58787 -6.38990 4.75841 0.8 -0.5 -0.5
O 4.39518 -7.21533 5.20093 -1.1 1.2 -0.9
O 3.56239 -5.94600 3.60456 0.2 -0.7 1.5
H 2.69208 -6.35493 6.66993 0.1 0.1 -0.3
H 2.67608 -4.79952 5.77117 -0.1 -0.2 -0.2
H 1.57482 -6.14026 5.27960 0.2 0.2 -0.1
```
Positions in Å, forces in eV/Å.

Values from the calculation:
**Total charge**: 0
**Relative energy (zero: lowest compared OMol25 entry of this formula, charge and spin)**: 8.154 eV
**Maximum force**: 0.094 hartree/bohr

Computed, not measured: a cluster of 11 separate species, C25H68BN2O12S10 in total at a distorted geometry, with ωB97M-V/def2-TZVPD.

Geometry as XYZ:
```
118
Properties=species:S:1:pos:R:3:forces:R:3
C 11.08264 1.21897 -2.08220 1.0 -1.5 -0.5
O 10.63917 1.98479 -0.92552 -2.3 1.7 -1.3
B 9.55169 2.84732 -1.22849 1.7 0.8 0.6
O 9.71850 4.26443 -1.11048 -0.6 -2.3 -1.0
C 8.04992 2.31279 -1.66979 1.3 -1.2 1.3
C 7.49415 1.18175 -0.80133 -4.7 1.3 -4.2
C 6.00798 0.78765 -1.29633 4.9 3.9 -0.8
C 5.60921 1.67828 -2.49775 -0.8 -1.3 0.8
N 6.28154 2.66206 -3.19804 -1.3 -1.9 1.4
N 7.48892 2.96602 -2.77769 -0.1 -2.7 3.3
H 11.54639 0.25040 -1.67521 -0.8 1.5 -0.7
H 10.22101 0.93234 -2.77070 1.0 0.4 0.8
H 11.89432 1.74769 -2.69813 -1.4 -0.5 1.0
H 9.06400 4.72521 -1.67120 0.3 0.0 0.9
H 8.00208 0.68880 0.08584 -0.5 0.9 -1.5
H 5.37092 -0.00325 -0.79415 0.8 1.1 -0.9
H 4.54288 1.47982 -2.88155 1.8 0.6 0.5
H 8.00134 3.72260 -3.26596 -0.6 -0.8 0.3
C 0.47363 4.13561 -1.04879 -0.1 -0.1 -0.1
S 2.13808 3.63580 -1.52818 -0.1 0.0 0.3
O 2.01634 2.38398 -2.34454 0.2 0.0 0.1
C 2.66657 3.15250 0.12736 -0.4 -0.4 0.0
H -0.06646 4.44620 -1.94403 0.2 0.0 0.0
H -0.04747 3.29644 -0.58307 0.1 0.0 0.1
H 0.53220 4.97372 -0.35274 0.1 -0.1 0.0
H 2.00459 2.37593 0.51684 -0.1 0.0 -0.2
H 2.65055 4.02121 0.78123 0.0 -0.1 -0.1
H 3.68446 2.76522 0.06706 0.0 0.2 -0.1
C -3.47495 1.31628 2.10612 -0.1 0.2 -0.1
S -1.67999 1.17304 2.23637 -0.1 -0.3 -0.1
O -1.08503 2.39531 1.60646 0.0 0.0 -0.1
C -1.51657 -0.18064 1.05303 0.0 0.1 -0.2
H -3.80341 2.13972 2.74226 0.2 0.0 0.0
H -3.75858 1.52128 1.07304 0.1 -0.1 0.0
H -3.93965 0.38928 2.44550 0.1 0.0 0.0
H -1.92287 0.11880 0.08576 -0.1 0.1 0.1
H -2.04619 -1.05656 1.42735 0.1 0.1 0.1
H -0.45751 -0.41887 0.94289 0.0 0.1 0.2
C 4.89083 7.76460 1.36727 0.0 0.0 0.1
S 5.26367 6.20348 0.54239 -0.1 0.0 0.2
O 4.35313 5.16496 1.11523 0.6 0.5 0.0
C 6.88684 5.97778 1.30143 0.0 0.0 0.1
H 3.89166 8.08287 1.06871 0.1 -0.1 0.0
H 4.92026 7.62938 2.44972 0.0 -0.1 -0.1
H 5.61727 8.51978 1.06258 0.0 -0.1 0.0
H 6.78980 5.95590 2.38817 -0.1 0.0 -0.1
H 7.54649 6.79307 0.99933 -0.1 0.0 0.0
H 7.30189 5.03009 0.95557 -0.1 0.0 0.0
C -2.34549 -4.86228 2.46240 0.1 0.0 -0.1
S -2.66522 -3.58003 3.69192 0.0 0.0 0.0
O -1.86526 -2.37674 3.30464 0.0 -0.4 0.1
C -1.79039 -4.40084 5.04219 0.2 0.0 0.0
H -2.77437 -4.54337 1.51182 0.0 0.1 0.1
H -1.26969 -5.00598 2.34533 0.0 0.1 0.0
H -2.81725 -5.79434 2.77775 0.0 0.1 0.0
H -0.74970 -4.57374 4.76166 0.0 0.0 0.0
H -2.28075 -5.34879 5.26993 0.0 0.1 0.0
H -1.82633 -3.75519 5.92038 0.0 0.0 -0.1
C 8.04043 -3.75803 2.54725 0.1 0.0 -0.1
S 6.69468 -2.67869 2.01818 0.1 -0.1 0.1
O 7.06360 -2.12812 0.67546 0.1 0.3 0.2
C 7.00587 -1.38486 3.23800 0.1 0.1 0.0
H 8.06300 -4.62878 1.89148 -0.1 0.1 0.0
H 8.99179 -3.22760 2.47890 -0.1 0.0 0.0
H 7.86372 -4.08267 3.57382 -0.1 0.0 -0.1
H 8.02310 -1.00471 3.12619 0.0 -0.1 0.0
H 6.86404 -1.78918 4.24132 0.0 0.0 -0.1
H 6.29520 -0.57437 3.07156 0.0 -0.1 0.0
C -7.38257 -0.80218 5.02136 -0.1 0.0 0.1
S -5.71553 -1.30084 4.53989 0.0 -0.3 -0.2
O -5.83821 -2.54808 3.72499 -0.2 0.4 0.3
C -5.18405 -1.78557 6.19570 0.0 -0.1 0.1
H -7.92233 -0.49168 4.12620 0.1 0.0 0.0
H -7.90262 -1.64195 5.48560 0.1 0.0 0.0
H -7.32482 0.03588 5.71804 0.1 0.0 0.0
H -5.84339 -2.56327 6.58533 0.0 0.0 -0.1
H -5.20073 -0.91445 6.85280 0.0 0.0 -0.1
H -4.16602 -2.17114 6.13256 -0.1 0.1 -0.1
C -6.81474 -1.76767 0.28320 0.1 0.1 0.0
S -5.02185 -1.90934 0.41391 0.0 0.0 0.1
O -4.42733 -0.68845 -0.21560 -0.2 -0.2 -0.1
C -4.85912 -3.26312 -0.76988 0.0 0.0 -0.2
H -7.14391 -0.94483 0.91936 0.2 -0.1 0.1
H -7.09737 -1.56297 -0.74930 0.1 -0.1 0.1
H -7.27888 -2.69452 0.62236 0.1 0.0 0.0
H -5.26584 -2.96295 -1.73718 0.0 0.0 0.1
H -5.38991 -4.13982 -0.39475 0.0 0.1 0.0
H -3.80007 -3.50086 -0.87975 0.0 0.1 0.1
C -9.29901 0.13136 -2.93500 0.1 0.0 -0.1
S -9.96190 -1.13053 -1.82679 -0.1 -0.1 -0.1
O -9.00314 -2.27871 -1.83002 -0.2 0.2 -0.2
C -11.35405 -1.58653 -2.87919 0.1 -0.1 -0.2
H -8.38770 0.53586 -2.49281 -0.1 -0.1 0.0
H -9.06605 -0.31078 -3.90530 0.0 -0.1 0.1
H -10.03051 0.93245 -3.05267 0.0 -0.1 0.1
H -10.99044 -1.91997 -3.85323 0.1 0.1 0.1
H -12.01644 -0.72822 -2.99885 0.0 -0.1 0.1
H -11.89950 -2.39771 -2.39872 0.1 0.2 0.1
C 10.59726 0.87694 -6.40922 0.0 0.2 0.0
S 11.95389 -0.23094 -5.96959 0.2 0.0 0.0
O 12.57755 0.29845 -4.71823 -0.3 0.1 -0.3
C 13.02406 0.23511 -7.34593 0.1 0.1 0.0
H 9.81586 0.78286 -5.65400 0.1 -0.1 0.0
H 10.95330 1.90857 -6.43690 0.1 -0.1 0.0
H 10.19529 0.59183 -7.38270 0.0 0.0 0.1
H 13.22613 1.30711 -7.31383 0.0 0.0 0.1
H 12.54056 -0.02851 -8.28801 0.0 0.0 0.1
H 13.96189 -0.31344 -7.25517 -0.1 0.0 0.1
C -16.32315 -2.89264 -0.49554 -0.1 0.0 -0.1
S -14.52878 -3.03798 -0.36308 0.0 0.1 -0.1
O -13.93331 -1.82026 -0.99280 -0.2 -0.4 0.0
C -14.36663 -4.39289 -1.54536 0.0 0.0 -0.1
H -16.65067 -2.06886 0.13921 0.1 -0.1 0.0
H -16.60450 -2.68765 -1.52993 0.1 0.0 0.0
H -16.78925 -3.81890 -0.15550 0.1 0.0 0.0
H -14.77207 -4.09278 -2.51330 0.0 0.1 0.1
H -14.89846 -5.26871 -1.17015 0.0 0.1 0.0
H -13.30813 -4.63216 -1.65398 -0.1 0.1 0.1
```
Positions in Å, forces in eV/Å.

Values from the calculation:
**Total charge**: +1
**Maximum force**: 0.125 hartree/bohr

| no. | HOMO-LUMO gap (eV) |
| --- | --- |
| 1 | 8.92 |
| 2 | 4.56 |